(1)
The following is a quantum chemistry calculation of C3H7NO2 as an isolated structure, from the Open Molecules 2025 dataset.

The geometry in XYZ format:
```
13
Properties=species:S:1:pos:R:3:forces:R:3:nbo_charge:R:1
O -0.54032 0.22219 0.78530 0.1296 -0.0579 -0.1989 -0.485
O 1.19225 1.35298 -0.25158 0.0105 0.0230 0.0384 -0.710
N 0.63248 -0.48185 -1.11648 -0.0719 0.0750 0.1357 -0.655
C 0.38125 0.35245 -0.15078 -0.0282 -0.2189 -0.1562 0.832
C -0.60436 1.28655 1.74182 -0.0234 0.2045 0.1911 -0.252
C -0.03134 -1.73177 -1.38010 -0.1064 -0.1549 -0.0118 -0.416
H 0.65402 -2.57447 -1.23224 -0.1243 0.1016 -0.0190 0.195
H -0.84093 2.23047 1.24565 0.0298 -0.1289 0.0642 0.196
H 1.48627 0.56996 -1.21535 0.0482 0.1696 0.0623 0.503
H -0.89151 -1.85654 -0.71240 0.1079 -0.0340 -0.1013 0.200
H 0.34879 1.38100 2.26708 -0.1423 -0.0122 -0.0599 0.197
H -0.38710 -1.76128 -2.41553 0.0406 -0.0112 0.1568 0.198
H -1.39951 1.01031 2.43461 0.1300 0.0442 -0.1014 0.197
```
Positions in Å, forces in eV/Å.

Results
Net charge: 0
Gap between HOMO and LUMO: 10.1 eV
F_max: 0.281 eV Å⁻¹
Highest occupied orbital energy: -9.184 eV
Energy: -8807.8045 eV


(2)
The following is a quantum chemistry calculation of a 16-piece molecular cluster, C35H55BrFN17OP overall at a distorted geometry, from the Open Molecules 2025 dataset.

The geometry in XYZ format:
```
111
Properties=species:S:1:pos:R:3:forces:R:3:mulliken_charge:R:1
Br -1.33196 -4.31071 5.10676 -0.7152 -0.8563 0.9824 -0.577
P -0.14260 -2.55203 3.78660 0.0371 0.6864 -0.2712 -0.352
F 1.26679 -2.76500 8.88036 -0.1477 0.0920 0.1410 -0.353
O -0.67024 -1.14190 4.41993 -0.5868 -0.4503 0.1414 -0.114
N 1.39500 -2.75446 4.01322 -0.3510 -0.9100 0.6647 -0.468
N 1.42917 -3.99853 -10.55340 0.0327 0.0089 -0.0395 -0.359
N 3.65151 2.68014 3.13332 0.2593 0.1751 0.1695 -0.547
N -0.69456 -2.65380 2.32288 0.1108 0.2303 -0.2947 0.465
N 0.88109 -0.56636 2.68353 0.8659 1.1060 -0.9229 0.033
N -0.11930 3.33869 -0.73256 -0.0076 0.0109 -0.1300 -0.463
N -2.01953 4.21660 4.09930 0.1295 0.0724 -0.0020 -0.460
N -3.62581 2.00940 -4.40995 -0.2047 -0.0136 -0.2452 -0.537
N -0.01941 -6.08637 13.41717 0.0108 -0.0060 0.0386 -0.382
N -4.23401 -3.30866 -10.82044 -0.0207 0.0248 -0.0067 -0.419
N 0.96531 2.20028 -7.12901 0.0144 0.0601 -0.0458 -0.459
N -2.79719 -0.94328 6.25810 0.1371 0.1111 0.3412 -0.428
N -2.35921 -2.35721 -2.47762 -0.6822 0.0127 -1.5835 -0.015
N 2.72362 3.55523 7.09863 -0.0627 0.0167 0.0439 -0.362
N -2.00191 -0.88853 -7.89132 0.0514 0.0367 -0.0713 -0.427
N 0.32719 -0.67094 -3.73924 -0.0546 0.0142 -0.1064 -0.373
N 2.71103 7.12201 6.32943 0.0199 0.0474 0.0496 -0.397
C 1.70888 -4.87229 -11.24231 0.0299 0.0031 0.0180 0.351
C 1.26310 0.27369 2.00333 -0.1969 0.0824 0.0151 0.185
C -3.08133 2.42977 -5.32877 0.0015 -0.0160 -0.0232 0.459
C 3.72992 8.10216 4.14134 -0.0102 -0.0295 -0.0165 -0.805
C 0.37928 -5.24648 12.74412 -0.0076 0.0090 -0.0027 0.261
C 1.57997 -2.30088 6.51354 0.3884 -0.5816 0.6564 -0.385
C 3.15927 7.55229 5.36522 0.0230 0.0655 0.0093 0.381
C 1.68646 1.72083 -7.88125 -0.0811 -0.0277 -0.0423 0.434
C -3.05702 -0.49292 -8.10906 -0.0048 -0.0632 -0.0730 0.426
C 2.92580 3.47645 3.52823 -0.0296 0.0067 0.0883 0.386
C -1.48284 1.69770 -2.23536 0.0723 0.0546 0.3467 -0.193
C -1.03110 -2.63071 1.15372 1.1354 0.6096 -0.5124 0.681
C 3.85667 3.38590 7.14455 -0.0237 -0.0126 -0.0342 0.370
C 2.01108 4.49649 4.02561 0.0624 0.0296 -0.0617 -0.073
C -3.11935 -3.57263 -10.74796 0.0023 0.0605 0.0695 0.247
C -0.71224 2.60316 -1.38638 -0.0115 0.0320 -0.0444 0.295
C -1.92254 3.62686 5.07927 -0.2325 -0.1627 0.1541 0.366
C -3.85375 -0.59778 5.98493 -0.3816 0.0208 -0.1003 0.483
C -3.16443 -2.20178 -4.94953 -0.0673 -0.0301 0.0214 -0.684
C 1.67117 1.41676 1.20793 0.1256 -0.0699 -0.3035 -1.006
C 2.06323 -5.98349 -12.11728 0.0023 -0.0065 0.0026 -0.810
C 0.66996 -2.87334 7.60203 -0.5159 0.1471 -0.9608 -0.080
C 0.88401 -4.17650 11.89081 -0.0311 -0.0517 -0.0348 -0.553
C -1.88031 2.87700 6.33561 0.1996 0.0291 -0.1166 -0.558
C -2.37153 2.96132 -6.48545 0.0383 -0.0330 0.0164 -0.373
C -4.40331 -0.01234 -8.39290 -0.0404 0.0264 0.0610 -0.979
C 2.44949 0.70208 -4.36005 0.1078 -0.0088 0.0333 -0.739
C -1.69857 -3.88574 -10.64074 -0.1110 -0.0032 0.0153 -0.729
C 5.29669 3.17338 7.19195 0.0262 -0.0389 0.0105 -0.833
C 1.81311 -3.26443 5.31451 0.4990 0.3085 -0.3771 -0.893
C 2.59401 1.09636 -8.83419 0.0351 -0.0002 -0.0068 -0.876
C 1.25943 -0.05945 -4.00924 0.0433 -0.0667 0.0121 0.465
C -5.20654 -0.18348 5.63729 -0.0208 0.0093 -0.0321 -0.963
C -1.59784 -2.61354 -0.19384 -0.1358 -0.3799 2.5957 -0.986
C -2.72150 -2.30849 -3.56684 0.0687 0.1305 0.0380 0.119
H 2.66786 1.43648 -3.58648 -0.0119 -0.0117 0.0120 0.271
H -1.37606 2.52331 -6.54403 0.0057 0.0117 -0.0093 -0.028
H 1.96863 -4.12911 11.96094 0.0043 0.0087 -0.0313 0.261
H -2.88453 2.78748 6.74539 -0.0135 0.0119 -0.0260 0.297
H -2.88582 -1.22925 -5.34802 0.0530 -0.0031 0.0088 -0.023
H 2.28513 1.21386 -5.30418 -0.0208 0.0586 0.0287 0.016
H 0.60603 -4.35555 10.85375 0.0293 0.0585 -0.0191 0.144
H 0.46547 -3.22353 12.20727 -0.0033 0.0116 -0.0304 0.262
H 3.29914 0.02812 -4.45997 0.0041 -0.0036 0.0505 0.335
H -1.24818 3.40397 7.04851 0.0179 -0.0366 0.0167 0.308
H 3.12721 7.80292 3.28570 0.0063 0.0009 -0.0070 0.261
H 1.12735 2.30027 1.53619 -0.0013 0.0304 -0.0844 0.151
H 3.75105 9.18864 4.19919 -0.0024 0.0018 -0.0066 0.320
H 1.90061 5.27914 3.27542 -0.0785 -0.0396 -0.0328 0.290
H 2.73563 1.59114 1.32774 0.0102 0.0022 -0.0232 0.366
H 2.54637 -2.14081 7.00807 -0.0396 0.0679 -0.0232 0.343
H 1.40850 -4.25753 5.55284 -0.1739 0.0980 0.0165 0.439
H -5.05242 -0.85593 -8.62138 0.0150 -0.0066 -0.0284 0.356
H -1.13027 -3.41614 -0.75368 0.0402 0.0110 -0.0605 0.236
H -2.27890 4.04205 -6.39520 -0.0007 0.0036 -0.0018 0.360
H -2.69792 -2.75367 -0.19649 -0.0791 -0.0412 -0.2564 0.150
H 5.69307 3.53571 8.13869 -0.0007 0.0002 0.0008 0.314
H 2.89781 -3.41557 5.24032 -0.0400 0.0078 -0.0641 0.348
H -4.38277 0.66116 -9.24769 -0.0100 -0.0136 -0.0140 0.339
H 1.22275 -1.32245 6.19862 -0.0105 -0.0937 -0.2405 0.314
H -1.47386 1.87918 6.16977 -0.0005 0.0067 -0.0375 0.060
H 4.74463 7.73216 4.00747 -0.0017 -0.0045 -0.0137 0.261
H -4.24773 -2.31381 -5.00256 0.0107 -0.0082 -0.0001 0.322
H -2.91977 2.72557 -7.39645 0.0084 0.0119 -0.0075 0.206
H 2.04935 0.82332 -9.73573 -0.0079 -0.0229 0.0111 0.290
H -4.79649 0.51860 -7.52643 0.0002 -0.0122 0.0145 0.308
H 3.02716 0.19901 -8.39593 -0.0181 -0.0121 -0.0066 0.296
H 5.77509 3.70935 6.37446 -0.0041 -0.0181 -0.0166 0.251
H -1.35226 -1.66665 -0.65186 -0.0374 -0.0542 -0.2474 -0.063
H 3.39203 1.78953 -9.09340 0.0017 -0.0012 0.0005 0.300
H 1.45293 1.24632 0.15601 -0.0774 0.0019 0.0117 0.110
H -1.14054 -3.34153 -11.39830 0.0264 0.0138 0.0254 0.268
H -5.83081 -1.06160 5.48348 0.0108 -0.0060 -0.0103 0.335
H 1.87254 -5.71295 -13.15401 0.0031 -0.0051 -0.0020 0.268
H -1.63409 0.74573 -1.72714 0.0476 -0.0317 -0.0392 0.032
H -1.32837 -3.59933 -9.65839 0.0272 0.0304 -0.0167 0.330
H -1.61323 -1.11536 4.63106 0.2327 -0.4484 0.1394 0.161
H -0.95671 1.51631 -3.16810 0.0034 -0.0356 0.0071 -0.067
H 5.51408 2.11140 7.09514 -0.0044 -0.0010 -0.0217 0.282
H 1.03438 4.06585 4.23766 0.0035 -0.0170 -0.0238 0.050
H -5.18739 0.40484 4.72143 -0.0021 -0.0086 -0.0052 0.296
H 0.42050 -3.91943 7.42504 0.3052 -0.0618 0.1649 0.259
H 1.46896 -6.85878 -11.86214 0.0077 -0.0063 0.0001 0.269
H -1.54346 -4.95344 -10.78237 0.0079 -0.0018 0.0105 0.284
H -2.69592 -2.97676 -5.55311 0.0196 0.0301 -0.0263 0.270
H -2.44789 2.14102 -2.45347 -0.0335 -0.0071 0.0497 0.352
H 3.11806 -6.22353 -11.99982 -0.0015 -0.0075 0.0002 0.301
H -0.28739 -2.34496 7.57884 0.0809 0.0665 0.5269 0.002
H -5.62785 0.41874 6.44073 -0.0061 -0.0016 -0.0039 0.300
H 2.41598 4.92596 4.93812 -0.0973 -0.0356 0.0673 -0.160
```
Positions in Å, forces in eV/Å.

Results
Net charge: -1
Gap between HOMO and LUMO: 1.2 eV
F_max: 2.627 eV Å⁻¹
Highest occupied orbital energy: -0.121 eV
Energy: -146606.9836 eV